1.
# C52H68I2N10O2PReSi

C52H68I2N10O2PReSi as an isolated structure (ωB97M-V with the def2-TZVPD basis set, the Open Molecules 2025 dataset).

```
137
C52H68I2N10O2PReSi, DFT ωB97M-V with the def2-TZVPD basis set
Re 0.812 -0.700 -0.320
I 6.960 -5.322 -1.179
C 5.138 -4.376 -0.826
C 3.948 -5.044 -1.078
C 2.744 -4.401 -0.835
I 0.965 -5.309 -1.437
C 2.689 -3.105 -0.297
O 1.520 -2.557 0.062
C 3.899 -2.423 -0.162
C 3.848 -0.952 0.096
N 2.920 -0.327 -0.898
C 3.221 -0.690 -2.307
C 2.089 -1.444 -2.942
C 2.232 -2.105 -4.145
C 1.116 -2.645 -4.755
C -0.128 -2.490 -4.160
C -0.198 -1.861 -2.941
N 0.896 -1.373 -2.331
C 5.111 -3.059 -0.408
H 3.955 -6.049 -1.479
H 4.846 -0.527 -0.006
H 3.470 -0.707 1.090
H 2.960 0.681 -0.807
H 4.132 -1.278 -2.362
H 3.382 0.224 -2.877
H 3.213 -2.176 -4.600
H 1.211 -3.167 -5.700
H -1.030 -2.863 -4.623
H -1.136 -1.735 -2.420
H 6.039 -2.509 -0.283
N -0.523 -1.004 0.962
P -1.682 -1.522 1.900
N -1.672 -3.140 2.228
C -2.692 -3.601 3.192
C -3.052 -5.059 2.947
C -1.795 -5.924 3.009
C -0.785 -5.417 1.981
C -0.439 -3.956 2.237
N -3.226 -1.286 1.336
C -3.898 -2.309 0.509
C -3.631 -2.109 -0.976
C -4.076 -0.708 -1.400
C -3.395 0.361 -0.542
C -3.625 0.088 0.940
N -1.649 -0.707 3.354
C -0.577 -1.195 4.264
C -0.339 -0.248 5.432
C -1.654 0.085 6.179
C -2.866 -0.567 5.514
C -2.901 -0.258 4.027
H -3.574 -2.966 3.113
H -2.311 -3.512 4.217
H -3.516 -5.163 1.960
H -3.786 -5.372 3.693
H -2.039 -6.972 2.827
H -1.361 -5.859 4.013
H -1.220 -5.501 0.980
H 0.130 -6.013 1.996
H 0.240 -3.574 1.486
H 0.052 -3.879 3.217
H -4.972 -2.227 0.700
H -3.573 -3.294 0.828
H -4.155 -2.876 -1.552
H -2.557 -2.246 -1.132
H -5.160 -0.638 -1.258
H -3.883 -0.531 -2.462
H -3.783 1.352 -0.781
H -2.321 0.366 -0.732
H -4.691 0.191 1.166
H -3.096 0.814 1.556
H 0.339 -1.325 3.685
H -0.830 -2.179 4.665
H 0.140 0.668 5.090
H 0.371 -0.736 6.103
H -1.808 1.167 6.187
H -1.591 -0.229 7.221
H -3.788 -0.190 5.960
H -2.859 -1.651 5.674
H -3.019 0.824 3.899
H -3.765 -0.729 3.563
C 1.422 1.335 2.753
N 1.251 2.448 3.689
C -0.138 2.919 3.587
N -0.476 3.344 2.225
C -0.270 2.213 1.322
N 1.126 1.715 1.359
C 2.016 2.839 1.003
N 1.852 3.983 1.896
C 2.135 3.544 3.268
C 0.445 4.418 1.829
H 0.752 0.523 3.023
H 2.458 0.988 2.813
H -0.276 3.758 4.270
H -0.805 2.107 3.878
H -0.503 2.512 0.306
H -0.914 1.390 1.618
H 1.791 3.157 -0.017
H 3.054 2.497 1.064
H 2.002 4.387 3.946
H 3.172 3.208 3.328
H 0.213 4.728 0.808
H 0.309 5.269 2.496
O 0.453 1.060 -1.276
Si 0.521 2.157 -2.478
C -0.075 1.390 -4.097
C -1.448 1.242 -4.353
C -1.918 0.750 -5.566
C -1.020 0.403 -6.568
C 0.345 0.536 -6.343
C 0.805 1.021 -5.122
C -0.590 3.594 -2.023
C -1.920 3.364 -1.642
C -2.765 4.404 -1.283
C -2.294 5.713 -1.294
C -0.979 5.969 -1.657
C -0.137 4.920 -2.020
C 2.185 2.973 -2.871
C 2.269 3.642 -4.104
C 3.399 4.360 -4.472
C 4.487 4.444 -3.609
C 4.427 3.815 -2.374
C 3.287 3.099 -2.017
H -2.172 1.528 -3.594
H -2.984 0.657 -5.736
H -1.383 0.049 -7.528
H 1.053 0.276 -7.124
H 1.876 1.137 -4.984
H -2.291 2.346 -1.600
H -3.789 4.198 -0.992
H -2.951 6.529 -1.019
H -0.604 6.986 -1.656
H 0.891 5.143 -2.292
H 1.431 3.600 -4.795
H 3.430 4.858 -5.434
H 5.365 5.014 -3.890
H 5.254 3.899 -1.679
H 3.261 2.686 -1.014
```

## Properties
* energy above the lowest of the compared OMol25 structures with the same formula, charge and spin: 0.506 eV
* E_HOMO (spin up / spin down): -9.47 / -10.42 eV
* LUMO energy (spin up / spin down): -2.4 / -3.0 eV
* net charge: +1
* frontier orbital gap (spin up / spin down): 7.0726 / 7.3746 eV
* spin multiplicity: 4

2.
# C24H43BrCl2EuF7P

C24H43BrCl2EuF7P as an isolated structure (ωB97M-V with the def2-TZVPD basis set, the Open Molecules 2025 dataset).

```
79
C24H43BrCl2EuF7P, DFT ωB97M-V with the def2-TZVPD basis set
C 1.719 -4.584 2.286
C 2.234 -4.562 0.767
C 3.108 -3.219 0.518
C 4.693 -3.539 0.555
C 5.561 -2.242 1.036
C 6.093 -1.366 -0.217
C 4.947 -1.009 -1.282
C 5.286 0.241 -2.220
C 4.990 1.682 -1.565
C 3.588 1.788 -0.800
C 2.932 3.265 -0.926
C 1.422 3.342 -0.360
C 1.377 3.919 1.143
C 0.432 3.024 2.116
C -1.128 3.370 1.945
C -2.033 2.182 1.330
C -1.897 0.773 2.069
C -3.120 -0.252 1.830
P -3.847 -0.198 0.044
Br -1.670 -0.733 -0.625
C -5.508 0.385 0.665
Cl -6.407 -0.788 1.805
C -6.580 1.012 -0.343
C -6.039 1.749 -1.647
Cl -8.028 -0.093 -0.713
C -4.408 -1.648 -1.003
F -5.670 -2.205 -0.835
F -3.506 -2.732 -0.668
C -4.185 -1.507 -2.615
F -3.817 -0.213 -3.018
F -3.126 -2.358 -3.046
C -5.434 -1.989 -3.492
F -5.033 -1.779 -4.841
F -5.654 -3.382 -3.422
F -6.592 -1.237 -3.338
H 2.535 -4.114 2.932
H 0.729 -4.021 2.371
H 1.528 -5.657 2.610
H 2.794 -5.511 0.459
H 1.298 -4.508 0.099
H 2.856 -2.758 -0.492
H 2.844 -2.470 1.348
H 4.854 -4.346 1.355
H 5.044 -3.940 -0.453
H 6.426 -2.644 1.668
H 4.927 -1.563 1.708
H 6.921 -1.994 -0.709
H 6.593 -0.443 0.240
H 3.957 -0.944 -0.726
H 4.867 -1.926 -1.975
H 4.627 0.135 -3.157
H 6.368 0.170 -2.591
H 5.860 2.033 -0.913
H 4.931 2.423 -2.444
H 2.831 1.000 -1.134
H 3.773 1.624 0.325
H 3.587 4.047 -0.402
H 2.892 3.519 -2.034
H 0.973 2.293 -0.423
H 0.774 4.029 -1.003
H 2.418 3.861 1.631
H 1.064 5.023 1.172
H 0.584 1.935 1.835
H 0.697 3.250 3.214
H -1.650 3.758 2.899
H -1.183 4.239 1.187
H -3.163 2.493 1.391
H -1.833 2.051 0.206
H -0.866 0.284 1.944
H -1.936 1.024 3.207
H -3.885 -0.007 2.632
H -2.712 -1.304 1.998
H -3.593 1.057 -0.632
H -5.262 1.246 1.405
H -7.104 1.854 0.247
H -5.958 1.108 -2.578
H -5.080 2.365 -1.477
H -6.831 2.547 -1.902
Eu -3.195 3.685 3.832
```

## Properties
* E_HOMO (spin up / spin down): -16.25 / -16.25 eV
* LUMO energy (spin up / spin down): -11.1 / -12.6 eV
* net charge: +3
* frontier orbital gap (spin up / spin down): 5.1028 / 3.6594 eV
* spin multiplicity: 7

3.
# CH3NS2

A 2-piece molecular cluster, CH3NS2 overall (ωB97M-V with the def2-TZVPD basis set, the Open Molecules 2025 dataset).

```
7
CH3NS2, DFT ωB97M-V with the def2-TZVPD basis set
C -1.310 1.424 -0.096
N -0.213 1.918 -0.125
S -2.398 0.336 0.094
S 1.501 -2.224 -0.485
H 0.097 2.852 -0.280
H 0.746 -1.294 0.213
H 1.578 -3.012 0.680
```

## Properties
* energy above the lowest of the compared OMol25 structures with the same formula, charge and spin: 0.705 eV
* E_HOMO: -9.62 eV
* LUMO energy: 0.3 eV
* frontier orbital gap: 9.9113 eV
* SMILES: N=C=S.S

4.
# C9H24CuO11

C9H24CuO11 as an isolated structure (ωB97M-V with the def2-TZVPD basis set, the Open Molecules 2025 dataset).

```
45
C9H24CuO11, DFT ωB97M-V with the def2-TZVPD basis set
Cu -0.337 0.642 -0.217
C -0.403 0.499 -3.010
O 0.527 1.074 -2.471
O -1.455 0.363 -2.450
O 0.011 -0.156 -4.005
C -2.134 -3.690 -0.309
C -2.736 -2.950 -1.540
O -1.701 -2.392 -2.359
O -1.230 -2.777 0.389
H -1.571 -4.577 -0.600
H -2.971 -3.969 0.331
H -3.420 -2.191 -1.160
H -3.327 -3.741 -2.002
H -1.952 -1.480 -2.525
H -0.828 -2.203 -0.268
C -2.733 0.167 1.309
C -2.977 1.702 1.192
O -2.177 2.205 0.199
O -1.380 -0.154 1.675
H -3.053 -0.364 0.412
H -3.317 -0.192 2.157
H -2.684 2.188 2.123
H -4.011 1.992 1.004
H -2.322 3.154 0.208
H -1.478 -0.960 2.187
C 3.323 3.775 0.054
C 2.345 2.595 0.016
O 1.981 2.074 1.275
O 2.642 4.883 0.591
H 3.831 4.023 -0.878
H 4.131 3.549 0.750
H 2.710 1.719 -0.521
H 1.419 2.864 -0.491
H 1.163 2.451 1.607
H 2.099 5.149 -0.154
C 1.626 -1.768 0.905
C 2.991 -1.246 1.349
O 4.064 -1.778 0.633
O 1.086 -1.180 -0.311
H 0.850 -1.585 1.647
H 1.796 -2.839 0.802
H 3.139 -1.656 2.348
H 2.962 -0.159 1.417
H 3.959 -1.458 -0.266
H 1.544 -1.600 -1.042
```

## Properties
* energy above the lowest of the compared OMol25 structures with the same formula, charge and spin: 0.000 eV
* E_HOMO (spin up / spin down): -9.11 / -9.14 eV
* LUMO energy (spin up / spin down): -0.1 / -0.9 eV
* frontier orbital gap (spin up / spin down): 9.0226 / 8.2057 eV
* spin multiplicity: 2

5.
# C10H14BrISi

A 2-piece molecular cluster, C10H14BrISi overall (ωB97M-V with the def2-TZVPD basis set, the Open Molecules 2025 dataset).

```
27
C10H14BrISi, DFT ωB97M-V with the def2-TZVPD basis set
C 4.744 -0.091 2.441
C 3.948 0.947 2.833
C 4.280 -1.000 1.478
C 2.636 1.019 2.415
C 2.998 -0.981 1.025
C 2.270 0.040 1.549
C -4.449 -0.215 -2.701
C -3.121 -0.752 -2.257
C -2.394 0.162 -1.334
C -1.115 -0.394 -0.703
Si -0.346 0.805 0.628
Br -2.060 0.913 2.009
I 0.212 2.919 -0.696
H 5.744 -0.267 2.798
H 4.599 1.609 3.424
H 4.888 -1.832 1.266
H 2.091 1.938 2.747
H 2.511 -1.687 0.303
H -4.202 0.817 -3.068
H -4.850 -0.781 -3.564
H -5.228 -0.158 -1.908
H -2.527 -0.749 -3.160
H -3.380 -1.736 -1.753
H -2.353 1.169 -1.789
H -3.034 0.287 -0.377
H -0.327 -0.748 -1.443
H -1.534 -1.235 -0.164
```

## Properties
* energy above the lowest of the compared OMol25 structures with the same formula, charge and spin: 2.381 eV
* E_HOMO (spin up / spin down): -8.43 / -8.44 eV
* LUMO energy (spin up / spin down): -1.0 / -1.0 eV
* frontier orbital gap (spin up / spin down): 7.4030 / 7.4046 eV

6.
# C32H51N3NiOPS

C32H51N3NiOPS as an isolated structure (ωB97M-V with the def2-TZVPD basis set, the Open Molecules 2025 dataset).

```
90
C32H51N3NiOPS, DFT ωB97M-V with the def2-TZVPD basis set
Ni 11.583 9.571 11.888
C 10.559 11.574 15.463
C 11.970 10.923 15.433
C 13.114 11.919 15.484
P 12.082 9.584 14.072
C 11.249 8.278 15.032
C 12.004 7.608 16.219
C 10.936 7.169 13.927
C 13.871 9.413 13.743
C 14.733 9.172 14.753
C 16.089 8.902 14.535
C 16.974 8.557 15.711
C 16.552 8.798 13.231
C 15.737 9.094 12.146
C 14.354 9.286 12.368
N 13.492 9.596 11.335
C 14.068 10.071 10.091
C 14.101 9.256 8.963
C 14.027 7.763 9.087
C 14.181 9.853 7.689
C 14.488 11.217 7.495
C 14.695 11.798 6.116
C 14.580 11.978 8.671
C 14.373 11.475 9.955
C 14.365 12.433 11.104
H 9.927 10.987 16.095
H 10.109 11.521 14.447
H 10.688 12.604 15.763
H 12.012 10.282 16.345
H 12.702 12.810 16.065
H 13.430 12.255 14.483
H 13.996 11.634 16.054
H 10.315 8.699 15.375
H 12.885 7.139 15.803
H 11.270 6.832 16.545
H 12.330 8.314 16.983
H 11.717 6.438 13.754
H 10.749 7.638 12.955
H 9.978 6.689 14.236
H 14.467 9.298 15.795
H 16.473 7.896 16.454
H 17.247 9.465 16.161
H 17.898 8.131 15.360
H 17.549 8.463 13.003
H 16.160 9.133 11.133
H 15.051 7.384 9.140
H 13.494 7.343 8.255
H 13.518 7.515 9.953
H 14.029 9.270 6.772
H 15.590 11.415 5.632
H 14.859 12.873 6.348
H 13.810 11.700 5.434
H 14.782 13.024 8.616
H 14.185 11.884 12.028
H 13.595 13.228 11.041
H 15.295 12.967 11.227
C 10.419 10.232 8.571
C 10.347 8.912 9.243
N 10.932 8.445 10.293
C 10.714 7.083 10.310
C 9.890 6.726 9.257
N 9.579 7.921 8.675
H 9.381 10.621 8.509
H 10.851 10.145 7.551
H 11.042 10.958 9.051
H 11.257 6.431 11.022
H 9.406 5.817 8.887
H 8.841 8.078 7.982
C 10.408 14.190 9.596
C 9.330 13.400 10.322
C 9.933 12.541 11.457
S 8.989 11.309 12.375
O 9.699 9.977 12.001
C 7.388 11.149 11.557
C 6.392 10.466 12.479
C 5.045 10.083 11.835
H 10.028 14.749 8.785
H 11.214 13.562 9.170
H 11.018 14.863 10.291
H 8.756 12.779 9.627
H 8.661 14.200 10.765
H 10.268 13.226 12.260
H 10.909 12.127 11.117
H 7.522 10.580 10.611
H 6.988 12.125 11.341
H 6.286 11.181 13.328
H 6.854 9.573 12.881
H 4.439 10.895 11.419
H 4.429 9.569 12.568
H 5.170 9.464 10.911
```

## Properties
* E_HOMO (spin up / spin down): -9.37 / -9.27 eV
* LUMO energy (spin up / spin down): -2.0 / -3.0 eV
* net charge: +1
* frontier orbital gap (spin up / spin down): 7.3851 / 6.3060 eV
* spin multiplicity: 3